1.
This record from OMol25 describes a structure of composition C36H24Br2GaN4OS. The level of theory is wB97M-V/def2-TZVPD.

Calculated values
Frontier orbital gap, eV: 7.32
2S+1: 1
LUMO, eV: -3.55
Total charge: +1
Electronic energy, Ha: -9151.39403
HOMO level, eV: -10.87
ΔE to the lowest compared entry with this formula, charge and spin, eV: 1.117

Positions of all 69 atoms, in Å:
Ga -0.5282 -1.5291 -0.2080
Br -7.6115 0.0715 0.3928
C -5.8404 -0.3741 -0.1065
C -5.2920 0.1545 -1.2782
C -4.0111 -0.1760 -1.6548
C -3.2150 -1.0158 -0.8625
O -1.9997 -1.3175 -1.2819
C -3.7774 -1.5420 0.3250
C -3.0590 -2.4649 1.1468
N -1.7888 -2.6621 1.0670
C -1.1233 -3.6123 1.8540
C -1.4987 -4.0436 3.1014
C -0.6988 -4.9606 3.8072
C 0.4460 -5.4622 3.2544
C 0.8278 -5.0882 1.9466
C 1.9336 -5.6398 1.2664
C 2.1483 -5.2979 -0.0395
C 1.3169 -4.3435 -0.6444
N 0.3229 -3.7483 -0.0219
C 0.0439 -4.1440 1.2479
C -5.1031 -1.2227 0.6753
H -5.8881 0.8102 -1.8983
H -3.5801 0.2180 -2.5658
H -3.6456 -3.0605 1.8470
H -2.3999 -3.6650 3.5658
H -1.0085 -5.2684 4.7963
H 1.0669 -6.1590 3.8026
H 2.5783 -6.3432 1.7778
H 2.9414 -5.7527 -0.6157
H 1.4739 -4.0845 -1.6819
H -5.5336 -1.6530 1.5709
Br -0.6830 0.1087 1.9691
C 1.2094 0.4272 1.8582
C 1.7606 1.2254 2.8139
C 3.1286 1.5434 2.7439
C 3.8876 1.0552 1.7214
C 3.3277 0.2130 0.7325
C 4.1237 -0.2886 -0.3218
C 3.5802 -1.0777 -1.2921
C 2.2162 -1.4192 -1.2318
C 1.4096 -0.9909 -0.2071
C 1.9443 -0.1361 0.7887
H 1.1516 1.6089 3.6212
H 3.5598 2.1824 3.5017
H 4.9371 1.3122 1.6503
H 5.1736 -0.0248 -0.3472
H 4.1914 -1.4481 -2.1051
H 1.7966 -2.0226 -2.0273
S -0.6406 4.9658 -3.6474
C -0.6049 3.4109 -2.7591
C 0.2784 2.4061 -3.1254
C 0.3079 1.2433 -2.3731
N -0.4569 1.0423 -1.3018
C -1.3221 2.0039 -0.9770
C -1.4374 3.1964 -1.6701
C 0.3855 5.8214 -2.4380
C -0.1952 6.5753 -1.4320
C 0.6439 7.1185 -0.4664
N 1.9611 6.9537 -0.4664
C 2.5044 6.2600 -1.4604
C 1.7628 5.6713 -2.4758
H 0.9345 2.5342 -3.9751
H 0.9854 0.4425 -2.6396
H -1.9532 1.8110 -0.1167
H -2.1655 3.9384 -1.3731
H -1.2643 6.7318 -1.3986
H 0.2370 7.7053 0.3499
H 3.5847 6.1645 -1.4415
H 2.2423 5.1115 -3.2667

Atom charges from the Löwdin analysis, given in e for atoms 1 to 6:
1 Ga 0.5547
2 Br 0.7649
3 C -0.6845
4 C -0.0858
5 C 0.0089
6 C -0.3100


2.
This record from OMol25 describes a structure of composition C9H13F3OSi2. The level of theory is wB97M-V/def2-TZVPD.

Calculated values
Frontier orbital gap, eV: 10.41
2S+1: 1
LUMO, eV: 0.81
Total charge: 0
Electronic energy, Ha: -1304.67552
HOMO level, eV: -9.60

Positions of all 28 atoms, in Å:
F -3.6461 0.3325 0.1690
C -3.2113 -0.9039 0.4378
F -3.0101 -1.4942 -0.7441
F -4.2200 -1.5474 1.0212
C -1.9653 -0.8798 1.2773
C -1.4197 -2.2838 1.5483
Si 0.4222 -2.3383 1.8570
O 1.1719 -1.5094 0.6118
Si 1.7568 0.0314 0.9141
C 1.5405 1.0800 -0.6126
C 1.1707 2.4278 -0.5214
C 1.0472 3.2034 -1.6704
C 1.2842 2.6352 -2.9144
C 1.6417 1.2916 -3.0182
C 1.7715 0.5158 -1.8705
H -2.2161 -0.3948 2.2159
H -1.2664 -0.2311 0.7544
H -1.9218 -2.6989 2.4205
H -1.6313 -2.9428 0.7096
H 0.8010 -1.7503 3.1599
H 0.9097 -3.7325 1.8702
H 0.9931 0.6422 2.0218
H 3.1940 -0.0952 1.2297
H 0.9827 2.8531 0.4535
H 0.7632 4.2385 -1.5725
H 1.1901 3.2366 -3.8056
H 1.8184 0.8366 -3.9795
H 2.0493 -0.5226 -1.9625

Atom charges from the Löwdin analysis, given in e for atoms 1 to 6:
1 F 0.1367
2 C -0.6734
3 F 0.1406
4 F 0.1477
5 C -0.1398
6 C -0.2753